{"formula": "C38H60I2N8O3PPbS", "method": "ωB97M-V/def2-TZVPD", "de_lowest_ev": 1.465, "spin_multiplicity": 1, "charge": 3, "orbital_gap_ha": 0.1831, "species": ["Pb", "N", "C", "S", "N", "N", "C", "C", "C", "C", "C", "C", "C", "C", "C", "C", "C", "C", "N", "H", "H", "H", "H", "H", "H", "H", "H", "H", "H", "H", "I", "C", "I", "H", "H", "N", "C", "C", "C", "C", "N", "C", "N", "N", "C", "O", "O", "H", "H", "H", "H", "H", "H", "H", "H", "H", "H", "H", "H", "H", "H", "O", "P", "C", "C", "C", "C", "C", "C", "C", "C", "C", "C", "C", "C", "C", "C", "C", "C", "C", "C", "H", "H", "H", "H", "H", "H", "H", "H", "H", "H", "H", "H", "H", "H", "H", "H", "H", "H", "H", "H", "H", "H", "H", "H", "H", "H", "H", "H", "H", "H", "H", "H", "H"], "coordinates": [[2.22201, 0.99859, -0.90520], [4.61369, -1.08951, 2.79520], [4.07813, -0.25806, 1.92015], [4.66528, 0.03227, 0.39948], [2.83886, 0.25736, 2.42572], [2.45680, 1.35215, 2.04176], [1.81167, 2.37653, 2.60695], [1.91569, 2.58634, 4.03413], [2.12734, 3.88119, 4.54217], [2.14536, 4.08595, 5.90994], [1.95151, 3.01066, 6.76791], [1.76291, 1.71741, 6.26609], [1.78015, 1.49444, 4.90838], [1.13984, 3.37942, 1.74568], [0.20580, 4.25041, 2.29100], [-0.30108, 5.26207, 1.47947], [0.15098, 5.36109, 0.18090], [1.05847, 4.40294, -0.29197], [1.51598, 3.42258, 0.46308], [5.51960, -1.48675, 2.59352], [4.24739, -1.16641, 3.73468], [2.30939, 4.71070, 3.87075], [2.31540, 5.07888, 6.30616], [1.96662, 3.17127, 7.83919], [1.60826, 0.89040, 6.94625], [1.64412, 0.49129, 4.52334], [-0.12288, 4.14523, 3.31662], [-1.02415, 5.96603, 1.87222], [-0.19133, 6.15381, -0.47417], [1.40788, 4.43151, -1.31900], [1.41490, 2.31355, -3.94214], [3.40267, 3.03441, -4.15221], [4.54341, 3.00688, -2.36028], [3.35068, 4.06330, -4.47989], [3.91501, 2.41155, -4.87190], [2.79669, -0.92850, -2.51166], [2.74208, -2.25822, -1.84165], [2.64997, -3.33014, -2.94717], [2.29736, -4.80655, -2.72504], [3.20578, -5.66046, -1.84101], [2.77729, -5.56446, -0.44282], [3.06643, -6.44774, 0.49103], [3.93028, -7.43679, 0.25829], [2.52110, -6.32244, 1.71250], [1.68075, -2.23396, -0.73051], [1.15985, -3.29310, -0.36864], [1.43521, -1.09256, -0.19751], [2.07787, -0.89521, -3.23174], [3.68627, -0.82146, -2.99094], [3.67965, -2.36154, -1.28529], [3.61291, -3.29738, -3.46697], [1.90593, -2.96634, -3.66220], [2.31031, -5.25601, -3.71826], [1.27504, -4.89761, -2.35687], [4.25486, -5.36863, -1.94011], [3.11168, -6.69827, -2.16734], [2.09475, -4.82613, -0.24800], [4.32437, -7.57070, -0.65610], [4.08492, -8.16387, 0.93570], [1.75406, -5.68267, 1.83617], [2.61017, -7.06274, 2.38706], [-0.07390, 1.13836, -1.05347], [-1.54169, 0.72605, -0.80074], [-1.86099, 1.20734, 0.93036], [-0.94065, 0.40142, 1.87486], [-1.57129, -0.88534, 2.40828], [-2.93209, -0.61684, 3.04867], [-3.87782, 0.06527, 2.06334], [-3.27036, 1.35998, 1.53413], [-2.54170, 1.68812, -1.96530], [-2.19474, 3.20327, -1.85497], [-3.21802, 3.96976, -1.01677], [-4.63246, 3.88603, -1.63777], [-4.79219, 2.65692, -2.54758], [-4.07231, 1.44267, -1.96373], [-1.64045, -1.04449, -1.15598], [-2.99812, -1.75698, -0.94760], [-3.06914, -3.01579, -1.81138], [-3.06958, -2.67086, -3.30855], [-2.16061, -1.46814, -3.63581], [-1.06586, -1.29284, -2.58306], [-1.43993, 2.21976, 0.84955], [-0.70537, 1.04719, 2.73409], [-0.00037, 0.16163, 1.36864], [-0.89372, -1.33756, 3.13794], [-1.67864, -1.60985, 1.59639], [-2.79773, 0.03273, 3.92304], [-3.36758, -1.54918, 3.41073], [-4.82894, 0.29073, 2.54649], [-4.10059, -0.60873, 1.23469], [-3.16406, 2.05269, 2.37844], [-3.94951, 1.84197, 0.83748], [-2.12844, 1.33134, -2.91499], [-2.18230, 3.62677, -2.86266], [-1.18230, 3.32941, -1.46068], [-2.90999, 5.01451, -0.92969], [-3.22607, 3.57176, 0.00172], [-4.83804, 4.78837, -2.21348], [-5.38136, 3.85233, -0.84422], [-4.38571, 2.86707, -3.54063], [-5.84752, 2.42577, -2.68728], [-4.31124, 0.55352, -2.54660], [-4.44798, 1.26554, -0.95558], [-0.91261, -1.43602, -0.43972], [-3.83942, -1.10788, -1.20051], [-3.11562, -2.03165, 0.09810], [-3.96757, -3.57831, -1.55914], [-2.21783, -3.66023, -1.56793], [-4.08876, -2.45280, -3.63107], [-2.75149, -3.54345, -3.88044], [-2.75749, -0.55462, -3.70533], [-1.70377, -1.60112, -4.61747], [-0.38258, -0.48441, -2.86408], [-0.46348, -2.20714, -2.54769]], "lowdin_charge": [1.01, 0.15, -0.81, 0.69, 0.13, 0.11, -0.07, -0.17, 0.00, -0.02, 0.00, -0.03, -0.01, -0.23, 0.02, 0.00, 0.00, -0.11, 0.05, 0.13, 0.13, 0.13, 0.13, 0.13, 0.12, 0.11, 0.13, 0.13, 0.13, 0.09, 0.87, -1.09, 0.81, -0.02, -0.03, -0.03, -0.28, -0.13, -0.16, -0.15, 0.10, -0.43, 0.22, 0.20, -0.60, 0.02, -0.23, 0.06, 0.10, 0.14, 0.13, 0.12, 0.13, 0.12, 0.13, 0.13, 0.10, 0.12, 0.14, 0.13, 0.13, -0.60, 0.88, -0.31, -0.19, -0.18, -0.18, -0.18, -0.17, -0.32, -0.18, -0.18, -0.17, -0.18, -0.18, -0.31, -0.17, -0.18, -0.17, -0.17, -0.18, 0.10, 0.11, 0.07, 0.11, 0.10, 0.12, 0.12, 0.12, 0.09, 0.13, 0.08, 0.11, 0.12, 0.07, 0.11, 0.08, 0.11, 0.11, 0.12, 0.12, 0.10, 0.10, 0.09, 0.10, 0.09, 0.12, 0.11, 0.12, 0.11, 0.09, 0.12, 0.07, 0.11]}